DFT (ωB97M-V/def2-TZVPD) results for C26H60N4O17V3 as an isolated structure at a distorted geometry.

Geometry as XYZ:
```
110
Properties=species:S:1:pos:R:3:forces:R:3:lowdin_charge:R:1
O -0.663662 0.017122 -4.068856 -0.5 0.0 2.3 -0.21
V -1.139150 0.544541 -2.655437 1.4 0.1 -2.5 1.09
O -3.772150 1.388259 0.877577 1.9 -1.4 -0.9 -0.19
V -2.420803 0.574261 0.683888 -3.4 0.2 1.9 1.10
O -1.209152 -3.284664 0.585315 0.4 2.4 -2.7 -0.22
V -0.900156 -2.353735 -0.684491 -1.0 -2.5 2.8 1.14
C 0.198006 0.153268 -0.186136 -9.1 -2.8 -3.4 -0.69
O -0.528444 1.117960 -0.520945 -0.4 9.4 0.8 -0.10
O -0.524062 -0.577003 0.558995 0.0 -3.2 8.9 -0.13
O 0.261491 -0.552006 -1.205050 6.7 -3.8 -7.4 -0.13
C -3.136638 -0.890692 -1.565440 4.6 2.1 4.2 -0.83
O -3.075859 -1.265083 -0.403138 -3.4 -4.8 8.2 -0.03
O -2.268591 -1.374524 -2.225970 4.8 -7.6 -9.0 -0.03
O -2.913850 0.312971 -1.537620 -2.4 11.4 -2.5 -0.10
C -1.747084 -3.646842 4.315460 -1.4 -2.1 0.2 -0.08
O -2.478762 -3.060625 3.280707 0.4 1.9 -1.7 -0.23
C -3.739430 -2.468487 3.577416 0.0 -1.0 0.2 -0.17
C -4.022218 -1.336694 2.568092 -1.3 -1.5 1.4 -0.17
N -2.874438 -0.479057 2.652511 0.1 3.3 -0.4 -0.05
C -3.067040 0.622741 3.748104 1.0 -0.4 0.5 -0.09
C -1.871313 1.571403 3.741904 -0.7 -1.5 -0.4 -0.17
O -1.870244 2.005109 2.398729 1.0 1.4 -0.7 -0.28
C -1.016665 3.118599 2.252003 1.7 0.8 -0.8 -0.07
H -0.694295 -3.830097 4.100673 0.1 1.1 -0.1 0.09
H -2.110695 -4.674070 4.289349 0.0 -0.4 0.8 0.10
H -2.022697 -3.227021 5.282867 0.6 0.2 0.1 0.10
H -3.674714 -2.104664 4.602868 -0.3 0.3 0.2 0.12
H -4.500544 -3.246772 3.521936 -0.3 0.1 0.1 0.14
H -4.895738 -0.783157 2.912582 -0.2 -0.2 -0.2 0.14
H -4.244196 -1.799310 1.606425 0.5 0.5 -0.2 0.12
H -2.184949 -1.145688 2.969214 1.2 0.1 0.0 0.11
H -3.202002 0.205332 4.745932 0.3 -0.6 -0.1 0.13
H -3.916071 1.303863 3.690581 -0.4 -0.6 -1.2 0.14
H -0.923066 1.065974 3.924874 0.2 0.0 0.4 0.14
H -2.012066 2.432740 4.394884 0.0 -0.2 0.2 0.15
H 0.022808 2.870139 2.466128 0.3 -0.7 -0.2 0.09
H -1.108124 3.983239 2.909371 -1.3 -0.2 0.3 0.11
H -1.025404 3.485974 1.225814 -0.3 -0.2 0.0 0.10
C -2.809932 -5.524249 -1.466248 0.2 0.7 1.9 -0.04
O -1.659068 -4.647452 -1.736644 -0.5 0.2 -2.9 -0.25
C -1.399576 -4.528459 -3.215457 1.1 -1.2 0.7 -0.12
C -0.234661 -3.565207 -3.549937 -0.5 1.2 0.1 -0.13
N 0.486326 -2.959146 -2.380065 -2.6 0.7 0.1 -0.10
C 1.382885 -3.965181 -1.891946 -1.1 -1.3 -1.0 -0.21
C 2.245088 -3.571970 -0.790441 0.3 -0.4 -0.9 -0.20
O 1.379374 -3.212523 0.263742 0.6 0.5 -0.8 -0.21
C 2.055174 -3.184241 1.477018 0.5 0.4 1.8 -0.09
H -2.827810 -6.515919 -1.918323 0.3 0.5 -0.7 0.11
H -3.758730 -4.987942 -1.482839 0.0 0.1 -1.0 0.10
H -2.771129 -5.733294 -0.397187 0.6 0.0 0.1 0.09
H -2.232811 -4.314964 -3.884974 -0.6 0.5 0.9 0.13
H -1.082158 -5.494583 -3.607817 0.0 -0.4 0.6 0.13
H -0.670110 -2.787049 -4.176794 0.2 0.4 0.4 0.11
H 0.565371 -3.972151 -4.168341 -0.4 -0.7 -0.1 0.13
H 1.019850 -2.182709 -2.744201 0.0 0.4 0.0 0.12
H 1.875899 -4.215198 -2.831381 0.9 -1.1 0.7 0.15
H 0.740798 -4.736574 -1.466759 0.1 -0.6 -0.7 0.15
H 2.890240 -2.812648 -1.232376 0.5 0.6 1.1 0.14
H 2.782284 -4.504852 -0.619393 0.6 0.3 0.7 0.16
H 1.506180 -2.640180 2.245597 -0.5 0.0 -0.3 0.09
H 3.015936 -2.672268 1.423007 0.2 0.1 -0.4 0.08
H 2.270532 -4.162845 1.906048 -0.2 -0.3 -0.4 0.11
C 2.967311 2.230640 0.491616 0.9 0.8 0.2 -0.07
O 2.951156 1.825566 1.875040 0.4 -1.8 -0.3 -0.18
C 3.662579 0.580028 2.174423 -0.7 1.3 0.6 -0.13
C 5.141100 0.776616 2.616098 1.9 0.1 -0.3 -0.12
N 5.327952 1.165319 4.007282 -3.5 1.8 -2.2 0.16
C 4.729621 2.473147 4.245266 1.3 1.0 1.5 -0.07
C 5.537290 3.705271 3.543452 0.2 0.0 -0.2 -0.16
O 4.914827 4.948839 3.508838 -0.4 -0.1 0.5 -0.15
C 5.524217 6.089470 4.157525 0.3 -0.2 1.1 -0.04
H 3.949175 2.653238 0.278441 0.4 -0.5 -0.4 0.10
H 2.349325 3.107903 0.300268 -0.6 -0.2 0.7 0.10
H 2.686033 1.475150 -0.242020 0.1 -0.4 0.3 0.07
H 3.694847 -0.148303 1.364116 -0.2 0.2 -0.2 0.13
H 3.156012 0.162176 3.044417 -0.4 -0.2 -0.2 0.13
H 5.574270 1.535887 1.964962 0.1 -0.1 0.0 0.12
H 5.743092 -0.128280 2.533213 -0.4 -0.3 -0.5 0.15
H 4.922808 0.418258 4.553041 0.8 -0.2 1.3 0.17
H 4.647371 2.638886 5.319459 0.4 0.0 0.1 0.14
H 3.685983 2.475493 3.930759 -0.2 -0.1 -0.9 0.14
H 5.692082 3.460810 2.492557 0.0 -0.5 0.0 0.11
H 6.514877 3.734168 4.024701 0.0 0.1 0.2 0.14
H 5.447076 6.056218 5.244286 -0.4 -0.4 0.2 0.09
H 5.014031 7.013257 3.884703 0.0 -0.4 -0.6 0.10
H 6.601919 6.156963 4.008934 0.0 -0.1 -0.7 0.10
C -3.438343 -0.462060 -5.762061 -0.6 0.4 -2.4 -0.08
O -3.040104 0.575830 -4.965306 1.8 0.2 2.6 -0.24
C -3.581084 1.819557 -5.180898 0.3 0.6 0.7 -0.22
C -3.334384 2.680012 -3.958077 -0.7 -2.0 1.8 -0.09
N -1.912510 2.512006 -3.306205 -3.2 -2.1 -0.9 -0.06
C -0.985250 3.039270 -4.224096 2.9 4.2 -0.7 -0.20
C 0.398812 3.306026 -3.530671 -0.6 -1.1 -0.2 -0.10
O 0.794431 1.968719 -3.148901 -0.8 0.3 0.1 -0.28
C 2.171107 1.783126 -3.057270 1.0 -0.1 0.6 -0.08
H -2.835424 -1.367386 -5.691603 0.0 0.3 0.6 0.09
H -3.262596 -0.041486 -6.752180 -0.3 -0.8 -0.8 0.10
H -4.507632 -0.647117 -5.659800 -0.1 -0.4 0.1 0.10
H -4.658611 1.667694 -5.244040 -0.2 0.8 -0.7 0.15
H -3.114201 2.462993 -5.926629 -0.2 -0.9 -1.4 0.13
H -4.052373 2.293437 -3.234783 0.3 0.3 0.6 0.12
H -3.673774 3.677136 -4.238559 0.9 0.5 0.4 0.14
H -1.997069 3.019071 -2.436812 0.4 0.6 0.1 0.14
H -1.415941 3.973721 -4.583844 0.3 0.8 0.3 0.13
H -0.790032 2.645905 -5.221728 -0.3 -1.7 0.6 0.15
H 0.410398 3.924237 -2.633013 -0.7 0.1 0.2 0.13
H 1.186282 3.755589 -4.135554 -0.3 -0.2 -0.7 0.13
H 2.377428 0.738641 -2.823645 -0.1 0.0 -0.3 0.10
H 2.611204 2.370093 -2.251113 -0.1 0.2 0.3 0.08
H 2.716729 2.116569 -3.939997 -0.3 -0.3 -0.4 0.11
```
Forces are in eV/Å.

Summary:
HOMO energy (spin up / spin down) ... -15.8 / -15.8 eV
Total energy ... -145730.43905 eV
Spin multiplicity ... 5
Net charge ... +3
Gap between HOMO and LUMO (spin up / spin down) ... 6.6253 / 4.2922 eV
LUMO level (spin up / spin down) ... -0.3355 / -0.4214 Eh